{"formula": "C2H4ClO2PS", "method": "ωB97M-V with the def2-TZVPD basis set", "energy_ha": -1428.8081, "homo_ha": -0.3577, "homo_lumo_gap_ev": 8.82, "elements": ["C", "C", "O", "O", "P", "S", "Cl", "H", "H", "H", "H"], "positions_angstrom": [[-0.78, 0.26, 0.71], [-1.06, -0.25, -0.69], [0.47, -0.37, 1.12], [-0.02, 0.09, -1.48], [1.62, -0.10, 0.04], [3.10, -1.34, -0.03], [2.19, 1.73, 0.21], [-0.54, 1.26, 0.51], [-1.60, -0.11, 1.41], [-1.35, -1.40, -0.66], [-2.01, 0.22, -1.15]]}